(1)
Computed, not measured: one molecule with the formula C5H10O2, with ωB97M-V/def2-TZVPD.

Computed properties:
structure (SMILES): OC[C@H]1CCOC1
energy: -9440.3610 eV
HOMO-LUMO gap: 10.62 eV
energy above the lowest of the compared OMol25 structures with the same formula, charge and spin: 61.85 kcal per mole
total charge: 0

```
17
Properties=species:S:1:pos:R:3:forces:R:3
O -0.02912 0.23947 2.62255 -0.11 -0.30 0.15
C -0.92096 0.55087 1.55845 -0.28 0.13 -0.31
C -0.22027 0.28101 0.23562 0.54 0.10 0.17
C 0.05965 -1.11410 -0.31150 0.08 -0.05 0.06
C 1.10519 -0.71150 -1.39534 -0.07 -0.19 -0.15
O 1.09882 0.73044 -1.47523 -0.80 0.28 -0.79
C -0.27235 1.08393 -1.04656 0.62 0.04 -0.36
H 0.10293 -0.71648 2.62711 0.01 0.15 0.06
H -1.87805 0.03375 1.70999 0.10 0.01 -0.21
H -1.10803 1.62629 1.65464 -0.03 -0.16 -0.07
H 0.80561 0.65406 0.38060 -0.28 -0.27 1.48
H 0.46119 -1.78017 0.45959 0.12 0.01 -0.23
H -0.80125 -1.61768 -0.77389 0.04 0.28 0.23
H 0.84355 -1.08337 -2.38957 -0.05 -0.22 0.10
H 2.10238 -1.09363 -1.13963 -0.13 0.49 -0.10
H -0.93150 0.75954 -1.85825 -0.32 -0.04 0.30
H -0.41779 2.15758 -0.85855 0.57 -0.26 -0.31
```
Forces are in eV/Å.


(2)
Computed, not measured: C5H10O2 as an isolated structure, with ωB97M-V/def2-TZVPD.

Computed properties:
energy: -9439.6397 eV
HOMO-LUMO gap: 10.31 eV
energy above the lowest of the compared OMol25 structures with the same formula, charge and spin: 78.48 kcal per mole
total charge: 0

```
17
Properties=species:S:1:pos:R:3:forces:R:3
C -1.93608 -1.41528 -0.67481 -0.55 -0.09 0.09
O -0.55165 -1.66359 -0.67359 -0.11 -0.36 0.05
C 0.73614 1.00811 -0.92133 -0.01 0.22 0.03
C -0.39651 1.53336 -0.44248 0.01 0.04 -0.33
O -0.10571 1.51271 0.89647 0.03 0.09 0.02
C 1.23357 1.00883 0.50525 0.30 -0.18 0.16
C 1.62967 -0.25975 1.22756 -0.03 0.07 -0.04
H -2.16848 -0.62041 0.04258 -0.23 -0.03 -0.04
H -2.25777 -1.11079 -1.67317 -0.24 0.07 -0.04
H -2.51287 -2.30712 -0.39094 0.42 0.15 -0.06
H 1.17623 0.80574 -1.88067 -0.04 0.04 -0.05
H -0.19543 -0.77400 -0.79315 0.50 -0.10 -0.09
H -1.32409 1.94199 -0.82749 0.05 -0.09 0.16
H 1.94433 1.82401 0.66677 -0.05 -0.09 0.14
H 2.60880 -0.59816 0.86655 -0.15 0.11 0.06
H 1.70736 -0.06203 2.30041 0.02 -0.02 -0.11
H 0.90764 -1.06274 1.05699 0.09 0.17 0.04
```
Forces are in eV/Å.


(3)
Computed, not measured: a 2-piece molecular cluster, C5H10O2 overall, with ωB97M-V/def2-TZVPD.

Computed properties:
structure (SMILES): C=C(O)/C=C/C.O
energy: -9440.4403 eV
HOMO-LUMO gap: 9.48 eV
energy above the lowest of the compared OMol25 structures with the same formula, charge and spin: 60.02 kcal per mole
total charge: 0

```
17
Properties=species:S:1:pos:R:3:forces:R:3
C -1.30264 0.26207 -1.97451 -0.16 -1.16 -0.51
C -1.08342 -0.21603 -0.74379 -0.68 2.19 0.50
O -2.06977 -0.90474 -0.07517 0.40 -0.97 -0.86
C -0.00775 0.35876 0.06862 0.89 0.16 -0.43
C 0.29346 0.13828 1.33910 -1.22 0.58 0.45
C 1.20657 0.98277 2.13749 0.99 -0.10 1.71
H -2.08122 -0.19780 -2.57342 -0.31 0.35 0.18
H -0.68991 0.99283 -2.48359 0.43 -0.27 0.24
H -2.22211 -0.45725 0.75313 0.02 0.12 0.48
H 0.63768 1.08011 -0.42963 -0.20 -0.09 -0.29
H -0.38631 -0.46364 1.94106 0.33 -0.43 -0.09
H 0.69008 1.41075 3.00523 -0.37 0.15 -0.32
H 1.78610 1.78508 1.70149 -0.33 0.14 -0.84
H 1.97128 0.41957 2.67714 0.08 -0.55 -0.22
O 1.27418 -2.04353 -1.84748 0.53 -0.67 -0.20
H 0.92619 -1.45074 -2.51364 -0.24 0.25 0.20
H 1.05758 -1.69646 -0.98203 -0.18 0.31 0.00
```
Forces are in eV/Å.


(4)
Computed, not measured: one molecule with the formula C5H10O2, with ωB97M-V/def2-TZVPD.

Computed properties:
structure (SMILES): OC[C@H]1CCOC1
energy: -9441.5414 eV
HOMO-LUMO gap: 10.84 eV
energy above the lowest of the compared OMol25 structures with the same formula, charge and spin: 34.63 kcal per mole
total charge: 0

```
17
Properties=species:S:1:pos:R:3:forces:R:3
O 0.02735 1.49893 1.43972 0.05 -0.07 0.08
C -0.45805 1.60741 0.11600 -0.11 0.10 -0.34
C -0.52235 0.27988 -0.65269 -0.03 0.03 0.05
C 0.85258 -0.32679 -0.96045 0.07 0.00 -0.04
C 1.20149 -1.06607 0.33823 0.20 -0.02 -0.04
O -0.03255 -1.23353 1.05499 0.01 -0.09 0.07
C -1.11180 -0.83345 0.21309 -0.23 0.05 -0.09
H -0.10040 0.58694 1.74418 0.05 0.13 0.00
H -1.46243 2.06357 0.11536 0.14 -0.12 0.07
H 0.21092 2.29977 -0.41390 -0.15 -0.09 0.05
H -1.10678 0.43602 -1.56623 0.08 -0.01 0.12
H 0.76568 -1.02859 -1.79774 0.03 0.09 0.14
H 1.60220 0.42429 -1.22394 -0.10 -0.07 0.05
H 1.65466 -2.04780 0.15930 -0.09 0.12 0.02
H 1.87406 -0.47502 0.96896 -0.09 -0.12 -0.08
H -1.46017 -1.68180 -0.39360 0.04 0.12 0.05
H -1.93440 -0.50374 0.85870 0.12 -0.06 -0.11
```
Forces are in eV/Å.